DFT (ωB97M-V/def2-TZVPD) results for a cluster of 15 separate species, C76H174N8O15 in total in a non-equilibrium geometry.

```
273
Properties=species:S:1:pos:R:3:mulliken_charge:R:1
C -32.71849 -1.49434 -5.71438 -0.7242
O -32.29113 -0.23289 -5.16084 -0.6076
H -32.81483 -1.34622 -6.76975 0.5618
H -31.85591 -2.17262 -5.59864 0.0812
H -33.58602 -1.91553 -5.27677 0.4049
H -32.28612 0.38857 -5.87787 0.2815
C -35.94626 -3.72076 -4.12635 -0.8149
O -35.67675 -2.39218 -3.67242 -0.6061
H -35.26211 -4.43778 -3.67481 0.1778
H -36.98346 -4.06075 -3.95510 0.3888
H -35.74441 -3.73066 -5.20032 0.3321
H -34.99745 -2.48223 -2.95373 0.1496
C -30.59464 -3.41702 -8.72710 0.3393
O -30.11159 -4.73416 -8.97516 -0.1873
H -29.78419 -2.78219 -8.45809 -0.4776
H -31.13898 -2.95661 -9.59838 0.2018
H -31.26892 -3.58161 -7.90057 0.0263
H -30.83539 -5.33769 -8.87663 -0.0305
C -34.16733 -7.97144 -2.97405 -0.9183
O -34.19949 -7.82380 -4.34452 -0.4142
H -35.02704 -7.54053 -2.53403 0.3432
H -34.13392 -9.00937 -2.74582 0.3932
H -33.31003 -7.46621 -2.43216 0.2173
H -33.98322 -6.91000 -4.60190 0.0240
O -31.67493 -5.44781 -3.00623 1.1539
H -30.96143 -5.42619 -3.70192 -0.0310
H -32.33959 -4.74341 -3.04954 -0.7136
O -32.49255 -5.80977 -8.58621 -0.7890
H -32.94690 -5.59395 -7.76082 0.4917
H -32.50857 -6.79246 -8.46279 0.0951
O -33.35057 -5.48448 -5.90071 -0.8163
H -32.44539 -5.80272 -5.88329 0.0345
H -33.32910 -4.56023 -5.58494 -0.0177
C -27.65024 -8.11226 -12.25984 -1.8596
C -27.80986 -7.87165 -10.79593 1.6741
C -27.13685 -9.00565 -10.05763 -0.6817
C -25.60844 -8.91044 -10.01443 -0.8732
C -25.14232 -7.60488 -9.51447 -0.8440
C -25.72428 -6.45161 -10.30501 1.4482
N -27.22959 -6.61888 -10.27913 1.3349
O -27.76396 -5.45776 -10.85972 -0.7165
C -25.41172 -5.18990 -9.55567 -1.8204
C -25.02766 -6.33194 -11.70671 -1.8994
C -29.32050 -7.81920 -10.46518 -1.0109
H -28.22063 -7.38636 -12.82921 0.4142
H -28.09296 -9.06795 -12.45213 0.4605
H -26.59646 -8.04000 -12.61241 0.2066
H -27.42720 -8.92965 -8.99214 -0.2569
H -27.36182 -9.99820 -10.42005 0.5496
H -25.21659 -9.00409 -11.05213 0.3579
H -25.15780 -9.78697 -9.50568 0.4288
H -24.05636 -7.52993 -9.55061 0.4618
H -25.48368 -7.41693 -8.46252 0.0271
H -25.72291 -4.32547 -10.16797 0.4097
H -25.99946 -5.03891 -8.59658 -0.2514
H -24.31687 -5.15785 -9.41894 0.5774
H -25.62612 -5.71153 -12.37512 0.4013
H -24.15712 -5.74914 -11.59598 0.5054
H -24.95175 -7.25926 -12.26372 0.3210
H -29.34288 -7.78857 -9.39849 -0.6816
H -29.85385 -8.75856 -10.65132 0.5772
H -29.90913 -7.02397 -10.91541 0.4057
H -28.51648 -5.15715 -10.28565 0.2311
C -32.50849 -1.80461 -2.32115 -1.3171
C -33.32754 -1.58150 -1.09014 2.3827
C -34.12404 -0.23254 -1.25423 -1.4373
C -35.12699 -0.09211 -0.10786 -0.5947
C -36.09629 -1.25958 -0.14145 -1.2306
C -35.47128 -2.65771 -0.18752 1.6246
N -34.38567 -2.61526 -1.20413 0.7541
O -33.80850 -3.94183 -1.15571 0.0967
C -35.11751 -3.09023 1.27569 -1.8996
C -36.59490 -3.62224 -0.69045 -1.8781
C -32.47529 -1.64991 0.17693 -1.7025
H -31.91669 -0.88597 -2.52862 0.6382
H -33.16567 -1.78843 -3.15262 0.3051
H -31.89885 -2.69467 -2.31030 -0.7436
H -33.44774 0.58896 -1.24134 0.4473
H -34.56429 -0.20047 -2.24649 0.3137
H -35.76790 0.76428 -0.27823 0.4749
H -34.55245 -0.07262 0.83092 0.3676
H -36.72655 -1.22914 -1.08236 0.3558
H -36.78397 -1.22747 0.70972 0.3595
H -36.08468 -3.27094 1.78175 0.5063
H -34.62698 -4.04370 1.27434 0.3638
H -34.54941 -2.37596 1.83742 0.3889
H -36.37335 -4.71854 -0.68887 0.1972
H -37.46876 -3.46835 -0.06486 0.5000
H -36.84821 -3.34332 -1.69869 0.3144
H -32.99210 -1.16113 1.03234 0.3147
H -31.57873 -1.05705 0.11494 0.4868
H -32.11924 -2.60092 0.54791 0.1396
H -33.35127 -4.05115 -0.29349 -0.0783
C -26.44950 0.71874 -8.96406 -2.0083
C -27.53602 -0.34747 -8.81936 2.0001
C -28.09464 -0.45052 -7.39884 1.1304
C -29.16689 0.60033 -7.08004 -1.0719
C -30.27610 0.50925 -8.14700 -1.2774
C -29.70392 0.70106 -9.58558 1.9334
N -28.66892 -0.26445 -9.73759 0.9493
O -28.13528 -0.11687 -11.11713 -0.5787
C -30.81057 0.32013 -10.53885 -2.0888
C -29.39511 2.20307 -9.83759 -1.8928
C -26.93307 -1.69305 -9.20131 -2.0367
H -26.64536 1.72684 -8.52316 0.2380
H -26.25049 0.80100 -10.01344 0.5360
H -25.53069 0.34934 -8.58406 0.4741
H -28.56374 -1.40519 -7.18253 -1.1464
H -27.26258 -0.46538 -6.67298 -0.5013
H -28.71146 1.58580 -7.05954 0.3501
H -29.56300 0.42880 -6.11434 0.7606
H -31.07804 1.20286 -7.93597 0.5882
H -30.68998 -0.46345 -8.06702 -0.0203
H -31.59601 1.03910 -10.48247 0.4720
H -30.51240 0.35455 -11.59978 0.5200
H -31.15259 -0.70940 -10.46978 0.1258
H -28.88878 2.33898 -10.76816 0.4188
H -30.27634 2.87821 -9.86348 0.4175
H -28.81395 2.57597 -8.97575 0.2878
H -25.94842 -1.87590 -8.79513 0.5414
H -26.82743 -1.83143 -10.28945 0.6233
H -27.60125 -2.55273 -8.98098 0.1571
H -28.63434 -0.78596 -11.68130 0.3247
C -35.34228 -8.16166 -8.68405 -1.5249
C -34.84477 -9.55142 -8.19945 1.5251
C -35.14643 -10.56892 -9.29996 -1.2205
C -34.42365 -11.92203 -9.08976 -0.8342
C -32.88379 -11.55943 -9.07883 -1.2215
C -32.57517 -10.71408 -7.94986 2.2708
N -33.35721 -9.39641 -8.09855 -0.0057
O -33.12354 -8.46126 -7.04100 0.9863
C -32.71156 -11.33297 -6.53628 -1.5426
C -31.14618 -10.24324 -8.10916 -2.1295
C -35.50951 -9.88401 -6.89104 -1.5419
H -36.27371 -8.29513 -9.20261 0.5161
H -34.56499 -7.77492 -9.35143 0.3573
H -35.43869 -7.40549 -7.82682 0.0566
H -36.27303 -10.66059 -9.19902 0.3982
H -34.83170 -10.21684 -10.27561 0.3359
H -34.72855 -12.49370 -9.92986 0.4569
H -34.71690 -12.46866 -8.18094 0.3349
H -32.70355 -10.99114 -10.01420 0.3051
H -32.23903 -12.42869 -8.98265 0.4474
H -31.71014 -11.78049 -6.26192 0.4197
H -32.99535 -10.60150 -5.79276 0.1047
H -33.46727 -12.10343 -6.49427 0.3227
H -30.34443 -11.02814 -8.04650 0.5182
H -30.97472 -9.64496 -8.96709 0.0541
H -30.95203 -9.52419 -7.31396 0.1477
H -35.52809 -10.93903 -6.64287 0.3069
H -36.51055 -9.58622 -7.17025 0.6285
H -35.29417 -9.21748 -5.99232 -0.0212
H -33.46934 -8.73235 -6.17155 -0.3322
C -28.60410 -7.46361 -6.47044 -0.8019
C -29.22958 -6.99993 -5.10804 2.0214
C -28.26744 -7.44497 -4.00590 -1.0082
C -27.03468 -6.61015 -3.90546 -0.2984
C -27.45953 -5.14205 -3.72384 -0.8862
C -28.33125 -4.58944 -4.87459 3.6603
N -29.48539 -5.53930 -4.97028 0.3962
O -30.37978 -5.14525 -6.05063 2.7682
C -28.95044 -3.23826 -4.47409 0.3848
C -27.42119 -4.39155 -6.11273 -0.8066
C -30.61897 -7.66714 -5.00443 -0.6584
H -27.53588 -7.18122 -6.57770 -0.4799
H -29.20568 -7.21932 -7.39940 -0.9396
H -28.61729 -8.53435 -6.43440 1.1466
H -28.78238 -7.36905 -3.03034 -0.9725
H -28.05622 -8.49577 -4.16189 0.8005
H -26.47933 -6.62007 -4.83779 0.0621
H -26.46224 -6.94229 -3.03388 0.4709
H -26.58382 -4.50355 -3.70095 0.2246
H -27.97275 -5.01717 -2.77464 -0.9672
H -28.19295 -2.58317 -3.97362 -0.5042
H -29.43909 -2.69570 -5.30786 -0.5870
H -29.77561 -3.31869 -3.66466 -0.7951
H -27.99759 -4.11235 -6.99468 -0.6031
H -26.82273 -3.51129 -5.85278 0.1115
H -26.72983 -5.17116 -6.28898 0.3691
H -30.59200 -8.75619 -4.93730 0.9366
H -31.27986 -7.48939 -5.89141 -0.5698
H -31.13301 -7.32791 -4.07977 -0.9164
H -29.91335 -5.44638 -6.89766 -0.9041
C -19.98811 -6.13177 -0.80917 -1.6746
C -20.90297 -7.31884 -0.44148 2.0105
C -21.98841 -6.80007 0.44069 -1.6759
C -22.97242 -5.99152 -0.30397 0.5468
C -23.71104 -6.88616 -1.26609 -0.6437
C -22.69678 -7.52866 -2.28971 2.5727
N -21.50573 -8.07337 -1.55611 -0.0347
O -20.46758 -8.31779 -2.56917 -0.5175
C -23.26615 -8.75683 -2.89271 -1.8840
C -22.33867 -6.43210 -3.29103 -1.6472
C -20.07015 -8.30861 0.29540 -2.0352
H -20.49241 -5.34906 -1.33725 0.1411
H -19.17248 -6.39185 -1.45361 0.4398
H -19.59114 -5.71747 0.07259 0.4804
H -22.52906 -7.63394 0.88124 0.3468
H -21.65976 -6.27504 1.33571 0.5158
H -22.44751 -5.13497 -0.82659 -0.4358
H -23.67309 -5.43843 0.38876 0.2992
H -24.46369 -6.36536 -1.89740 -0.6020
H -24.19084 -7.74041 -0.71852 0.4349
H -24.14197 -8.52564 -3.49635 0.1054
H -22.68433 -9.29128 -3.66682 0.4055
H -23.46333 -9.47510 -2.09846 0.5388
H -21.41717 -6.66091 -3.82477 0.4100
H -23.15390 -6.16837 -3.95624 0.3536
H -22.17672 -5.50325 -2.79982 0.1271
H -19.59914 -7.77865 1.12840 0.3995
H -19.23326 -8.74986 -0.21180 0.4169
H -20.66666 -9.16560 0.73413 0.3596
H -20.32852 -9.29322 -2.52437 0.3424
C -26.17338 0.36605 -3.56391 -2.0974
C -24.70737 -0.07926 -3.21903 1.5842
C -24.71401 -0.93738 -1.93230 -0.3623
C -23.44468 -1.77555 -1.69881 -1.3968
C -23.14257 -2.63895 -2.94216 -0.8238
C -23.09222 -1.77637 -4.24066 1.9002
N -24.39877 -1.02640 -4.28852 1.3640
O -24.31278 -0.25804 -5.52179 -0.5872
C -21.87156 -0.88704 -4.23323 -1.9100
C -23.11151 -2.73133 -5.44071 -1.7228
C -23.87852 1.15608 -3.08021 -1.7911
H -26.77264 -0.62354 -3.68880 0.0180
H -26.26110 0.93777 -4.44134 0.5709
H -26.62485 0.99875 -2.81188 0.5393
H -24.86634 -0.37282 -0.99770 0.6026
H -25.54116 -1.72466 -1.98841 -0.5381
H -23.58413 -2.40041 -0.83034 0.5093
H -22.60533 -1.17230 -1.51181 0.5648
H -23.86356 -3.41995 -2.98817 0.1130
H -22.17081 -3.13730 -2.90078 0.2140
H -21.73463 -0.45745 -3.21063 0.2786
H -20.96463 -1.43666 -4.44480 0.4817
H -22.12169 -0.12960 -4.98055 0.3733
H -24.00011 -3.40057 -5.38718 0.0123
H -23.01482 -2.17341 -6.42180 0.3379
H -22.16169 -3.26613 -5.25663 0.4977
H -24.26831 1.81970 -2.28345 0.4412
H -23.92100 1.75430 -3.99772 0.3875
H -22.80422 1.09927 -2.78034 0.2271
H -25.04335 -0.66819 -6.04125 0.1275
C -30.73204 -7.54733 -0.79806 -1.5950
C -29.89344 -6.72281 0.23306 1.6918
C -28.47961 -7.29064 0.36534 -0.9330
C -27.46014 -6.40352 1.06205 -1.2365
C -27.42576 -5.07571 0.21879 -0.7737
C -28.85887 -4.36781 0.15067 1.7052
N -29.78128 -5.36857 -0.40734 0.5564
O -31.08941 -4.84337 -0.52081 0.5522
C -29.16753 -3.83689 1.56789 -2.0419
C -28.74754 -3.12344 -0.79456 -0.1290
C -30.54972 -6.78384 1.62644 -1.5752
H -30.39768 -7.42484 -1.82482 -0.0597
H -30.67850 -8.57377 -0.50476 0.5228
H -31.72319 -7.16224 -0.81163 0.2627
H -28.49284 -8.14056 1.03482 0.7395
H -28.08114 -7.41486 -0.64039 -0.1459
H -27.58473 -6.12158 2.06081 0.6664
H -26.47788 -6.82831 1.07166 0.4729
H -27.05043 -5.15149 -0.80332 -0.2951
H -26.73465 -4.34190 0.75374 0.4304
H -30.22469 -3.78729 1.78924 0.0700
H -28.62155 -2.89823 1.71297 0.4777
H -28.70018 -4.55762 2.18752 0.6921
H -28.32845 -3.38663 -1.83089 -0.5404
H -28.00464 -2.43905 -0.23867 0.6471
H -29.77654 -2.70775 -1.02468 -0.8298
H -30.01551 -6.02492 2.28086 0.3391
H -31.56395 -6.39997 1.61922 0.2103
H -30.51988 -7.80008 2.08486 0.3701
H -31.36520 -5.10110 -1.44102 -0.1590
```

Results
Relative energy (zero: lowest compared OMol25 entry of this formula, charge and spin)   0.00 kcal per mole
HOMO level   -8.059 eV
Molar mass   1440.3 g/mol

=====

DFT (ωB97M-V/def2-TZVPD) results for a cluster of 2 separate species, C3H10NO in total in a non-equilibrium geometry.

```
15
Properties=species:S:1:pos:R:3:mulliken_charge:R:1
C 2.32642 -0.14447 0.03701 -0.6520
O 1.18777 -0.81373 0.77591 -0.6340
H 1.98374 0.40703 -0.82592 0.2699
H 2.99282 -0.87315 -0.37428 0.3378
H 2.99086 0.52142 0.75133 0.2443
H 1.51943 -1.78100 1.03885 0.3700
C -2.05057 -0.70285 -0.10036 -0.7224
C -1.05542 1.61719 -0.45082 -0.0969
N -0.97951 0.41489 0.03411 0.0633
H -2.34018 -0.72815 -1.17648 0.3384
H -1.50952 -1.64954 0.26672 0.2491
H -2.93220 -0.62337 0.61734 0.3181
H -2.05123 2.02176 -0.43501 0.3141
H -0.11628 2.26988 -0.43279 0.2380
H 0.03389 0.06409 0.27437 0.3624
```

Results
Charge   +1
Relative energy (zero: lowest compared OMol25 entry of this formula, charge and spin)   54.30 kcal per mole
HOMO level   -15.396 eV
Molar mass   76.1 g/mol